Entry 1:
Formula: C5H16N3
Source: OMol25
Level of theory: the ωB97M-V functional and the def2-TZVPD basis

Calculated values
- net charge = +1
- relative energy (zero: lowest compared OMol25 entry of this formula, charge and spin) (eV) = 2.4009
- HOMO-LUMO gap (eV) = 11.140
- LUMO level (Eh) = -0.09590
- SMILES = C[C@@H](N)[C@@H](N)[NH+](C)C

Each line ends with the Löwdin charge.
Cartesian coordinates (Å):
C -1.7791 1.6476 1.2354  -0.02
C 1.8287 -0.4765 -1.6921  0.02
C 0.8205 -1.8161 -0.0551  -0.03
C -1.1425 0.3106 0.6068  -0.42
C 0.2817 0.5705 -0.0168  -0.33
N -1.8771 -0.4187 -0.3451  0.00
N 1.3384 0.9311 0.9407  0.09
N 0.5676 -0.6306 -0.8473  -0.17
H -2.9188 1.3871 1.1109  0.11
H -1.6515 1.7513 2.3120  0.07
H -1.5425 2.5911 0.6761  0.09
H 2.4539 -0.0351 -0.9842  0.06
H 2.3406 -1.4499 -1.8832  0.11
H 1.8518 0.0993 -2.6089  0.11
H 1.6691 -1.6049 0.6280  0.12
H -0.0197 -2.1510 0.5281  0.09
H 1.1106 -2.6999 -0.7711  0.15
H -0.9997 -0.4872 1.3251  0.12
H 0.1373 1.4322 -0.6660  0.16
H -2.4365 -1.2077 0.0491  0.14
H -2.3163 0.2758 -1.0275  0.15
H 1.0093 0.7579 1.9788  0.15
H 1.6246 1.8728 0.8615  0.07
H -0.3506 -0.6494 -1.3551  0.16



Entry 2:
Formula: C6H8
Source: OMol25
Level of theory: the ωB97M-V functional and the def2-TZVPD basis

Calculated values
- relative energy (zero: lowest compared OMol25 entry of this formula, charge and spin) (eV) = 2.1786
- HOMO-LUMO gap (eV) = 10.013
- LUMO level (Eh) = 0.04344

Each line ends with the Löwdin charge.
Cartesian coordinates (Å):
C -0.9699 0.6384 0.4663  -0.12
C -0.3996 0.2344 -0.8884  -0.28
C 0.9842 0.7731 -0.3994  -0.10
C 0.4924 0.1142 0.9149  -0.23
C 0.4348 -1.3560 0.5128  -0.06
C -0.2043 -1.2712 -0.6554  -0.07
H -1.8444 0.1110 0.8701  0.11
H -1.1067 1.7279 0.6105  0.11
H -0.8653 0.5650 -1.8106  0.12
H 1.0662 1.8597 -0.3211  0.10
H 1.8570 0.3586 -0.9197  0.11
H 0.3638 0.5425 1.8706  0.11
H 0.8015 -2.2422 1.0288  0.10
H -0.6097 -2.0556 -1.2791  0.10



Entry 3:
Formula: C3H6I2NO
Source: OMol25
Level of theory: the ωB97M-V functional and the def2-TZVPD basis

Calculated values
- net charge = +1
- relative energy (zero: lowest compared OMol25 entry of this formula, charge and spin) (eV) = 2.0292
- HOMO-LUMO gap (spin up / spin down) (eV) = 8.255 / 8.254
- LUMO level (spin up / spin down) (Eh) = -0.16018 / -0.16019

Each line ends with the Löwdin charge.
Cartesian coordinates (Å):
C 2.1482 -1.3775 -0.1673  -0.85
C -1.8295 0.5689 0.0033  -0.02
C 0.5390 0.2520 -0.5613  -0.70
N -0.5192 -0.0503 0.4391  -0.15
O 1.6893 -2.3956 0.0383  0.07
I 3.8934 -0.4458 -0.0209  1.06
I 1.3470 2.0813 0.0075  0.95
H -1.7153 1.4852 -0.4466  0.05
H -2.5111 -0.1044 -0.6563  0.16
H -2.3468 0.6542 0.8871  0.07
H 0.0806 0.0334 -1.4743  0.04
H -0.7124 -1.0867 0.6406  0.20
H -0.0632 0.3852 1.3109  0.13



Entry 4:
Formula: C25H34Cl3GeNO8W
Source: OMol25
Level of theory: the ωB97M-V functional and the def2-TZVPD basis

Calculated values
- net charge = +3
- relative energy (zero: lowest compared OMol25 entry of this formula, charge and spin) (eV) = 0.0000
- HOMO-LUMO gap (spin up / spin down) (eV) = 5.919 / 5.220
- LUMO level (spin up / spin down) (Eh) = -0.37850 / -0.41630
- 2S+1 = 2

Each line ends with the Löwdin charge.
Cartesian coordinates (Å):
W -0.0378 0.3221 0.2528  1.90
C 1.8519 3.1941 -0.8782  0.00
C 2.1307 1.9140 -1.6660  -0.58
C 3.6243 1.6664 -1.7950  -0.06
C 1.4719 1.9003 -3.0278  -0.01
O 1.5628 0.7229 -0.9261  -0.49
Ge 2.7587 -0.3887 0.1750  1.24
O 1.7478 0.6278 1.4736  -0.46
C 2.3281 0.8231 2.8599  -0.60
C 2.0375 2.2533 3.2577  -0.03
C 1.7536 -0.1760 3.8467  -0.01
C 3.8290 0.6061 2.7362  -0.07
O 0.9001 -1.3760 0.1905  -0.47
C 0.6496 -2.8176 0.5347  -0.59
C 0.0678 -3.4604 -0.7080  0.00
C 1.9964 -3.4095 0.8990  -0.04
C -0.3110 -2.8630 1.7057  -0.01
H 2.7126 3.8601 -0.9321  0.11
H 1.6722 2.9840 0.1756  0.07
H 0.9966 3.7354 -1.2831  0.09
H 4.0532 2.4471 -2.4238  0.12
H 3.8403 0.7076 -2.2698  0.09
H 4.1432 1.7320 -0.8325  0.08
H 1.8194 2.7603 -3.6020  0.12
H 0.3871 1.9743 -2.9333  0.03
H 1.7298 0.9962 -3.5789  0.10
H 0.9713 2.4089 3.4035  0.03
H 2.4078 2.9555 2.5106  0.09
H 2.5350 2.4730 4.2024  0.11
H 0.6868 -0.0528 3.9964  0.07
H 2.2376 -0.0180 4.8110  0.12
H 1.9670 -1.2028 3.5424  0.08
H 4.2863 1.2837 2.0096  0.09
H 4.0894 -0.4282 2.4949  0.07
H 4.2912 0.8199 3.7002  0.12
H 0.7505 -3.3768 -1.5531  0.11
H -0.8913 -3.0079 -0.9706  0.08
H -0.1133 -4.5193 -0.5214  0.12
H 2.7007 -3.3539 0.0678  0.09
H 1.8711 -4.4645 1.1443  0.12
H 2.4240 -2.9230 1.7798  0.08
H -1.2956 -2.4798 1.4286  0.08
H 0.0776 -2.3101 2.5610  0.08
H -0.4460 -3.9004 2.0130  0.12
O -2.2559 -0.9234 -3.1123  0.24
C -1.8376 -0.5618 -1.9515  -0.47
O -0.6568 -0.2782 -1.6895  -0.04
C -2.7816 -0.5097 -0.8368  -0.15
C -4.1368 -0.7371 -0.8691  0.10
C -4.8609 -0.6337 0.3249  0.04
C -4.1898 -0.3064 1.4834  0.08
C -2.8084 -0.0992 1.4386  -0.14
N -2.1018 -0.2101 0.2923  0.03
C -1.8978 0.2424 2.4993  -0.39
O -2.1337 0.4062 3.7591  0.25
O -0.6964 0.3608 2.1210  -0.11
H -1.5458 -0.9485 -3.7816  0.19
H -4.6209 -0.9888 -1.8042  0.16
H -5.9278 -0.8097 0.3350  0.14
H -4.7293 -0.2177 2.4186  0.15
H -3.0478 0.2316 4.0352  0.17
Cl -3.5983 7.1538 -0.8249  0.91
C -2.8548 5.6623 -0.6294  -0.62
C -2.2789 5.3278 0.6098  -0.08
C -1.6656 4.1183 0.7597  -0.54
Cl -0.9667 3.7077 2.2627  0.87
C -1.5499 3.1839 -0.3291  -0.36
O -0.8521 2.1151 -0.2320  -0.19
C -2.2090 3.5500 -1.5556  -0.53
Cl -2.2601 2.4237 -2.8482  0.87
C -2.8333 4.7515 -1.7057  -0.08
H -2.3197 6.0302 1.4311  0.13
H -3.3183 5.0090 -2.6377  0.13



Entry 5:
Formula: C4H9N3O
Source: OMol25
Level of theory: the ωB97M-V functional and the def2-TZVPD basis

Calculated values
- relative energy (zero: lowest compared OMol25 entry of this formula, charge and spin) (eV) = 6.3344
- HOMO-LUMO gap (spin up / spin down) (eV) = 7.012 / 7.014
- LUMO level (spin up / spin down) (Eh) = -0.01996 / -0.01995

Each line ends with the Löwdin charge.
Cartesian coordinates (Å):
C -1.8840 1.1187 -0.3470  -0.09
C -0.7898 -0.8714 0.4251  -0.23
O -1.2340 -2.0582 -0.0102  0.12
N -0.8226 0.1374 -0.3830  -0.10
H -0.9994 -2.7559 0.6143  0.12
H -0.3470 -0.8237 1.4245  0.15
H -2.8031 0.6743 -0.7270  0.08
H -1.6017 1.9359 -1.0095  0.08
H -2.0637 1.5076 0.6620  0.08
C 1.0100 0.6133 -0.5683  -0.34
C 1.7324 -0.9022 -0.2154  -0.23
N 1.4404 1.6086 0.1209  0.02
N 2.4231 -1.1050 0.8125  0.07
H 0.7263 2.2711 0.4166  0.03
H 2.3870 -0.3056 1.4561  0.04
H 1.1142 0.6041 -1.6588  0.11
H 1.7119 -1.6490 -1.0126  0.09



Entry 6:
Formula: C22H30O21
Source: OMol25
Level of theory: the ωB97M-V functional and the def2-TZVPD basis

Calculated values
- net charge = -1
- HOMO-LUMO gap (spin up / spin down) (eV) = 2.162 / 10.500
- LUMO level (spin up / spin down) (Eh) = 0.07353 / 0.07208
- 2S+1 = 2

Each line ends with the Löwdin charge.
Cartesian coordinates (Å):
C 0.7171 5.3155 -0.0291  -0.10
C 2.1560 5.0208 0.5359  -0.07
O 1.8190 4.3344 1.7563  0.05
C 0.5375 4.4613 2.0120  -0.58
O 0.0231 4.2485 3.1640  0.05
O -0.1157 5.0519 1.0683  0.09
H 0.6721 4.5571 -0.8107  0.11
H 0.4651 6.2370 -0.5540  0.13
H 2.7081 5.9394 0.7347  0.12
H 2.7169 4.3000 -0.0590  0.13
C -4.1375 0.4622 -2.1559  -0.18
C -4.0970 1.1380 -3.4168  -0.19
O -5.3306 0.9907 -3.9918  0.10
C -6.1780 0.7654 -2.9996  -0.46
O -7.4277 0.6775 -3.2536  0.07
O -5.4862 0.5038 -1.8482  0.10
H -3.4747 0.9245 -1.4244  0.14
H -3.7982 -0.5633 -2.3019  0.14
H -3.5126 0.5593 -4.1321  0.14
H -3.7514 2.1640 -3.2907  0.15
C 3.4087 -2.4106 3.8654  -0.28
C 2.5496 -2.9003 5.0403  -0.21
O 1.4851 -3.5834 4.4495  0.05
C 1.3745 -3.1726 3.1809  -0.63
O 0.4621 -3.3876 2.4940  0.14
O 2.4821 -2.4168 2.7994  -0.01
H 4.1858 -3.0957 3.5266  0.09
H 3.8960 -1.4439 3.9922  0.08
H 2.1754 -2.0203 5.5633  0.10
H 3.0742 -3.5523 5.7387  0.12
C 0.4975 -0.5001 -4.4316  -0.17
C 0.0497 0.9480 -4.4818  -0.11
O -0.0555 1.2630 -5.8747  0.08
C -0.0953 0.1280 -6.5540  -0.45
O -0.5106 -0.1072 -7.7182  0.09
O -0.0571 -0.9164 -5.5993  0.03
H 0.3001 -1.0282 -3.4988  0.12
H 1.5816 -0.6115 -4.4505  0.13
H 0.7684 1.6316 -4.0298  0.13
H -0.9688 1.1290 -4.1384  0.12
C -1.4828 -1.2722 5.7237  -0.05
C -1.8042 -2.0709 4.3693  -0.10
O -2.9947 -1.4885 3.9693  0.09
C -3.2996 -0.4924 4.6558  -0.70
O -4.0265 0.3872 4.2389  0.12
O -2.6380 -0.3590 5.7909  0.07
H -0.5361 -0.7404 5.8193  0.10
H -1.6438 -2.0899 6.4262  0.11
H -2.0338 -3.1036 4.6319  0.13
H -1.2116 -2.0540 3.4546  0.10
C 3.3353 -1.7948 -1.3524  -0.13
C 3.8592 -0.6582 -0.5616  -0.13
O 4.4369 0.1463 -1.5907  0.08
C 4.3792 -0.4543 -2.7605  -0.65
O 4.6909 0.0756 -3.8252  0.10
O 3.7020 -1.5273 -2.6871  0.09
H 2.2484 -1.8579 -1.4034  0.11
H 3.7908 -2.7391 -1.0544  0.12
H 4.5417 -1.0010 0.2160  0.11
H 2.9922 -0.1603 -0.1274  0.12
C -0.7578 -2.1538 -0.6834  0.01
C -1.2324 -0.7558 -0.1664  -0.32
C -0.2429 -0.1415 0.9114  -0.06
O 0.5475 0.7547 0.1341  0.06
C -0.2111 1.0565 -0.9324  -0.50
O -0.0773 2.0448 -1.6574  0.11
O -1.1097 0.0814 -1.2236  0.04
H -1.2114 -2.3213 -1.6602  0.08
H -0.9062 -2.9764 0.0162  0.08
H 0.3172 -2.0583 -0.8365  0.06
H -2.2199 -0.7079 0.2927  0.15
H 0.4651 -0.9028 1.2392  0.11
H -0.7755 0.2945 1.7566  0.13



Entry 7:
Formula: AsF6K
Source: OMol25
Level of theory: the ωB97M-V functional and the def2-TZVPD basis

Calculated values
- relative energy (zero: lowest compared OMol25 entry of this formula, charge and spin) (eV) = 0.1623
- HOMO-LUMO gap (eV) = 9.996
- LUMO level (Eh) = -0.06691

Each line ends with the Löwdin charge.
Cartesian coordinates (Å):
K 2.2564 -0.1001 -3.3536  0.97
As -0.3446 0.0127 0.4891  0.93
F 0.7297 1.2619 1.2124  -0.30
F -1.1295 1.2432 -0.5814  -0.31
F -1.4182 -1.2301 -0.2635  -0.30
F 0.5039 -1.2134 1.5387  -0.30
F -1.5174 0.3274 1.7716  -0.27
F 0.9196 -0.3015 -0.8134  -0.41



Entry 8:
Formula: C7H18O3
Source: OMol25
Level of theory: the ωB97M-V functional and the def2-TZVPD basis

Calculated values
- relative energy (zero: lowest compared OMol25 entry of this formula, charge and spin) (eV) = 2.3349
- HOMO-LUMO gap (eV) = 9.033
- LUMO level (Eh) = 0.01591
- SMILES = C/C=C(\C)CCCO.O.O

Each line ends with the Löwdin charge.
Cartesian coordinates (Å):
C 0.1304 -1.1506 2.5389  -0.29
O 1.2557 -1.9238 2.1888  -0.12
C -0.4260 -0.2913 1.3885  -0.22
C -0.9594 -1.0839 0.2551  -0.19
C -1.0328 -0.1667 -0.9555  -0.36
C -1.5712 1.0413 -0.9345  -0.15
C -1.6184 2.1782 -1.8899  -0.13
C -0.5061 -0.5982 -2.2311  -0.08
H 0.4641 -0.6614 3.4634  0.11
H -0.6547 -1.8924 2.7930  0.11
H 1.2865 -2.1933 1.2161  0.08
H 0.5670 0.2375 1.0153  0.11
H -1.1253 0.5616 1.8195  0.15
H -0.4102 -2.0119 0.0178  0.11
H -1.9806 -1.5209 0.4231  0.14
H -1.7635 1.7265 0.0389  0.14
H -2.4630 2.0695 -2.4654  0.04
H -1.6588 3.2655 -1.5999  0.09
H -0.7935 2.1045 -2.5543  0.05
H 0.6240 -0.4260 -2.1459  0.10
H -0.7338 -1.7230 -2.2375  0.10
H -0.9330 -0.2357 -3.1791  0.08
H 2.3532 -0.2296 0.2260  0.02
H 3.0154 -1.4712 -0.2637  0.09
O 2.1149 -1.0300 -0.3072  -0.09
H 2.4398 1.6162 1.9604  0.10
H 1.9181 2.2350 0.4656  0.08
O 2.4612 1.5740 0.9538  -0.09



| no. | E_tot (eV) |
| --- | --- |
| 1 | -9907.315 |
| 2 | -6348.605 |
| 3 | -22936.847 |
| 4 | -140233.298 |
| 5 | -10806.127 |
| 6 | -66294.148 |
| 7 | -93472.110 |
| 8 | -13690.667 |